1.
{"formula": "C3H9NO", "method": "ωB97M-V with the def2-TZVPD basis set", "symbols": ["C", "N", "C", "C", "O", "H", "H", "H", "H", "H", "H", "H", "H", "H"], "positions_angstrom": [[-1.829, -1.427, -0.418], [-0.469, -0.983, -0.070], [-0.401, 0.466, 0.111], [0.927, 0.792, 0.788], [1.828, 1.091, -0.358], [-2.385, -0.704, -1.032], [-2.395, -1.387, 0.517], [-1.773, -2.404, -0.875], [0.269, -1.210, -0.710], [-0.382, 1.070, -0.821], [-1.339, 0.841, 0.516], [1.086, 1.638, 1.447], [1.304, -0.115, 1.263], [2.643, 1.360, 0.065]], "forces_ev_per_a": [[0.63, 1.02, 0.40], [-0.66, 0.88, 0.19], [0.09, 0.62, -0.24], [1.09, 0.07, -1.41], [-0.59, -0.37, 0.83], [0.32, -0.26, -0.56], [-0.04, -0.70, 0.02], [-0.37, -0.22, 0.05], [-0.13, -0.53, -0.57], [0.16, -0.57, -0.10], [0.17, -0.20, 1.04], [-0.97, 0.15, 0.34], [-0.16, 0.04, 0.22], [0.46, 0.07, -0.20]], "mulliken_charge": [-0.90, -0.39, -0.54, -0.59, -0.53, 0.31, 0.28, 0.34, 0.25, 0.30, 0.50, 0.37, 0.32, 0.28], "homo_ha": -0.3202, "orbital_gap_ev": 9.7840, "relative_energy_kcal_mol": 38.81, "charge": 0}

---

2.
{"formula": "C28H50FN3O5S", "method": "ωB97M-V with the def2-TZVPD basis set", "symbols": ["C", "C", "C", "N", "S", "O", "O", "F", "O", "C", "C", "C", "C", "C", "C", "C", "H", "H", "H", "H", "H", "H", "H", "H", "H", "H", "H", "H", "H", "H", "C", "C", "C", "C", "C", "C", "N", "O", "C", "C", "C", "H", "H", "H", "H", "H", "H", "H", "H", "H", "H", "H", "H", "H", "H", "H", "H", "H", "H", "C", "C", "C", "C", "C", "C", "N", "O", "C", "C", "C", "H", "H", "H", "H", "H", "H", "H", "H", "H", "H", "H", "H", "H", "H", "H", "H", "H", "H"], "positions_angstrom": [[-6.574, -0.882, 1.994], [-6.244, -0.844, 0.478], [-7.064, -1.959, -0.232], [-6.267, -2.816, -1.138], [-5.180, -3.765, -0.405], [-5.337, -3.749, 1.000], [-3.891, -3.485, -0.922], [-5.513, -5.219, -0.875], [-6.628, 0.358, -0.159], [-5.920, 1.481, 0.326], [-4.467, 1.530, -0.116], [-3.545, 2.083, 0.738], [-2.227, 2.185, 0.376], [-1.809, 1.735, -0.855], [-2.729, 1.175, -1.700], [-4.049, 1.074, -1.345], [-6.953, -1.843, 2.336], [-7.297, -0.081, 2.191], [-5.688, -0.654, 2.597], [-5.176, -1.084, 0.374], [-7.819, -1.464, -0.851], [-7.603, -2.593, 0.470], [-5.856, -2.313, -1.914], [-5.959, 1.608, 1.415], [-6.420, 2.362, -0.099], [-3.817, 2.469, 1.718], [-1.496, 2.642, 1.037], [-0.777, 1.807, -1.184], [-2.460, 0.817, -2.691], [-4.795, 0.645, -2.010], [0.107, -2.759, -4.798], [0.791, -1.417, -4.438], [2.287, -1.489, -4.763], [3.085, -2.345, -3.779], [2.826, -1.898, -2.342], [1.337, -1.849, -1.990], [0.546, -1.090, -3.001], [0.766, 0.181, -2.822], [0.796, -3.286, -1.846], [1.165, -1.245, -0.597], [0.137, -0.390, -5.363], [-0.775, -2.935, -4.181], [-0.233, -2.761, -5.833], [0.772, -3.618, -4.705], [2.712, -0.480, -4.764], [2.421, -1.879, -5.775], [2.839, -3.403, -3.901], [4.151, -2.256, -4.001], [3.342, -2.570, -1.652], [3.273, -0.909, -2.197], [-0.282, -3.282, -1.680], [1.260, -3.777, -0.989], [1.008, -3.923, -2.701], [1.610, -0.253, -0.510], [1.652, -1.870, 0.153], [0.109, -1.172, -0.328], [-0.933, -0.304, -5.162], [0.259, -0.698, -6.402], [0.585, 0.599, -5.274], [4.825, 4.018, 3.070], [4.654, 2.838, 4.057], [5.564, 1.676, 3.644], [5.073, 0.926, 2.406], [3.620, 0.490, 2.581], [2.688, 1.640, 2.967], [3.217, 2.429, 4.119], [3.029, 1.741, 5.208], [2.467, 2.553, 1.743], [1.295, 1.082, 3.265], [5.135, 3.384, 5.402], [3.922, 4.627, 3.017], [5.629, 4.683, 3.389], [5.090, 3.700, 2.062], [5.647, 0.961, 4.469], [6.574, 2.052, 3.463], [5.180, 1.547, 1.512], [5.699, 0.047, 2.240], [3.267, 0.024, 1.657], [3.583, -0.292, 3.347], [1.875, 3.429, 2.012], [1.924, 2.013, 0.965], [3.387, 2.894, 1.276], [1.303, 0.323, 4.045], [0.880, 0.608, 2.374], [0.608, 1.875, 3.569], [4.509, 4.213, 5.736], [6.157, 3.751, 5.306], [5.146, 2.624, 6.182]], "forces_ev_per_a": [[0.35, 1.03, -0.08], [-0.80, -1.70, 0.72], [-0.06, 0.48, -0.41], [-0.50, -0.24, 0.48], [1.48, 0.56, 0.19], [-0.93, -0.23, 0.39], [0.32, -0.19, -0.78], [-0.43, 0.33, -0.12], [0.37, 0.11, 0.42], [0.31, 0.79, -0.58], [-0.90, -0.14, 0.65], [0.16, 0.42, 0.92], [1.00, 0.41, 0.14], [0.79, 0.01, -0.24], [-0.14, -0.49, -1.31], [-0.86, -0.24, -0.12], [-0.01, 0.07, -0.17], [-0.11, -0.35, 0.12], [-0.11, -0.03, -0.10], [-0.07, 0.40, -0.30], [0.14, -0.12, 0.01], [0.23, -0.03, -0.04], [0.13, -0.18, -0.01], [-0.15, -0.33, -0.09], [-0.10, -0.23, 0.05], [-0.26, -0.16, -0.12], [-0.16, -0.07, 0.07], [-0.05, 0.01, 0.17], [0.29, 0.05, 0.18], [0.19, 0.01, -0.04], [0.01, -0.28, 0.08], [-0.87, -1.20, -1.27], [0.46, 0.05, 0.35], [-0.10, 0.02, 0.03], [0.28, 0.25, -0.48], [-0.33, -1.68, 1.15], [2.12, 1.65, -0.21], [-0.81, -0.06, 0.13], [-0.06, -0.21, -0.28], [-0.11, 0.67, 0.06], [0.01, 0.61, 0.33], [0.05, 0.02, 0.05], [0.09, 0.16, -0.01], [-0.03, 0.01, 0.12], [-0.15, 0.05, 0.07], [-0.19, 0.02, -0.02], [-0.04, 0.02, 0.01], [-0.02, -0.01, -0.01], [-0.17, -0.01, 0.10], [-0.16, 0.06, 0.00], [0.01, 0.04, -0.02], [0.03, 0.16, 0.05], [-0.05, 0.06, -0.04], [-0.09, 0.03, -0.15], [0.02, -0.17, -0.17], [0.00, 0.03, -0.06], [0.02, -0.01, 0.03], [0.04, -0.18, 0.07], [-0.05, -0.03, 0.17], [-0.03, 0.05, -0.28], [0.90, 1.59, -0.60], [-0.13, -0.53, -0.16], [-0.07, 0.09, 0.03], [0.52, -0.19, 0.22], [-1.02, 0.45, -1.69], [0.88, -2.29, 0.98], [-0.45, 0.64, 0.07], [0.27, 0.18, -0.15], [-0.06, -0.16, 0.63], [-0.34, -0.32, 0.49], [-0.02, -0.07, 0.00], [0.03, -0.13, 0.13], [-0.13, -0.02, -0.01], [-0.13, 0.09, 0.08], [-0.06, 0.17, 0.08], [-0.03, 0.02, 0.02], [0.00, 0.02, 0.00], [-0.17, 0.12, 0.01], [-0.09, 0.12, 0.11], [0.02, -0.01, 0.05], [-0.04, -0.10, 0.13], [0.01, 0.05, 0.07], [0.10, 0.13, 0.09], [0.17, 0.11, -0.12], [0.06, 0.02, 0.03], [-0.02, -0.03, -0.02], [-0.03, 0.00, -0.20], [-0.18, -0.01, -0.05]], "mulliken_charge": [-1.71, 1.29, -1.51, -0.28, 1.07, -0.53, -0.51, -0.21, -0.42, -0.92, 0.77, -0.69, -0.42, -0.55, -0.37, -0.47, 0.44, 0.41, 0.31, 0.24, 0.45, 0.45, 0.35, 0.38, 0.37, 0.31, 0.45, 0.45, 0.39, 0.42, -1.74, 1.82, -1.30, -0.57, -1.31, 2.03, 0.73, -0.62, -1.87, -2.43, -1.97, 0.28, 0.48, 0.32, 0.41, 0.35, 0.31, 0.41, 0.43, 0.37, 0.34, 0.47, 0.34, 0.40, 0.49, 0.52, 0.44, 0.51, 0.35, -1.85, 1.85, -1.30, -0.59, -0.72, 1.96, 0.34, -0.59, -1.64, -1.65, -1.88, 0.34, 0.49, 0.32, 0.41, 0.35, 0.28, 0.42, -0.20, 0.46, 0.40, 0.25, 0.25, 0.36, 0.27, 0.45, 0.45, 0.45, 0.36], "multiplicity": 3, "homo_ha": [-0.3150, -0.3390], "orbital_gap_ev": [9.1283, 9.3189], "relative_energy_kcal_mol": 0.00, "charge": 0, "s2": 2.0082}

---

3.
{"formula": "C3H18N2O8", "method": "ωB97M-V with the def2-TZVPD basis set", "symbols": ["N", "C", "O", "C", "N", "C", "O", "H", "H", "H", "H", "H", "H", "O", "H", "H", "O", "H", "H", "O", "H", "H", "O", "H", "H", "O", "H", "H", "O", "H", "H"], "positions_angstrom": [[1.544, 2.120, 1.237], [2.035, 1.303, 0.216], [2.884, 0.464, 0.531], [1.645, 1.486, -1.238], [0.948, 0.199, -1.580], [-0.147, 0.185, -2.468], [-0.861, -0.760, -2.561], [1.992, 1.819, 2.193], [0.660, 2.479, 1.199], [0.814, 2.175, -1.404], [2.516, 1.598, -1.870], [1.326, -0.624, -1.269], [-0.508, 1.190, -2.847], [-0.840, 0.914, 1.590], [-1.810, 1.206, 1.729], [-0.922, 0.406, 0.795], [2.265, -2.294, 0.222], [2.173, -1.461, 0.823], [3.170, -1.977, -0.023], [-2.297, -2.704, 0.866], [-1.551, -3.342, 1.087], [-1.701, -2.218, 0.139], [-0.105, -2.485, -0.563], [-0.306, -2.152, -1.372], [0.800, -2.610, -0.319], [-2.674, 2.977, 0.669], [-2.683, 2.021, 0.887], [-1.725, 3.160, 0.915], [-2.723, -0.375, 1.623], [-2.477, -1.310, 1.540], [-3.597, -0.334, 2.129]], "forces_ev_per_a": [[4.97, -2.59, 0.36], [0.67, 1.09, 2.54], [-0.44, 0.10, -0.82], [-1.99, -2.03, 0.00], [-1.49, 3.59, -2.38], [0.95, 1.94, 2.66], [-0.85, -1.83, -1.09], [-1.71, 0.88, -2.56], [-2.53, 0.86, 0.10], [0.81, 0.75, 0.13], [0.21, 0.52, 0.07], [0.95, -2.42, 0.84], [0.95, -0.64, 0.08], [-0.75, 2.70, 0.74], [2.92, -1.66, 0.35], [-0.05, -0.63, -0.61], [2.13, 3.20, 1.82], [-0.64, -1.93, -0.99], [-0.63, -1.13, -0.48], [3.33, -0.29, -1.77], [-1.61, 0.83, -0.03], [-1.73, -1.47, 1.79], [-1.47, -1.73, 3.90], [-0.30, 1.55, -4.11], [1.18, 0.09, -0.42], [1.69, -0.55, 0.72], [-0.81, 0.89, -0.81], [-1.47, 0.10, -0.47], [-3.88, 0.98, 1.50], [-0.21, -0.71, 0.15], [1.80, -0.47, -1.22]], "mulliken_charge": [-0.38, 0.41, -0.72, -0.43, -0.05, 0.08, -0.55, 0.27, 0.24, 0.36, 0.27, 0.16, 0.30, -0.57, 0.18, 0.39, -0.73, 0.39, 0.33, -0.77, 0.30, 0.48, -0.71, 0.35, 0.35, -0.65, 0.38, 0.34, -0.64, 0.38, 0.25], "homo_ha": -0.3772, "orbital_gap_ev": 10.6316, "relative_energy_kcal_mol": 63.85, "charge": 0}